{"formula": "C30H33BiN2O11", "method": "the ωB97M-V functional and the def2-TZVPD basis", "symbols": ["C", "C", "C", "H", "C", "C", "H", "O", "C", "H", "N", "C", "O", "O", "C", "H", "H", "H", "H", "O", "C", "C", "C", "C", "H", "H", "H", "O", "H", "H", "C", "H", "C", "H", "H", "C", "H", "O", "H", "H", "H", "O", "C", "H", "H", "C", "H", "C", "Bi", "O", "C", "H", "C", "H", "C", "O", "H", "H", "C", "H", "C", "C", "C", "H", "H", "C", "N", "C", "O", "H", "C", "C", "H", "C", "O", "H", "H"], "xyz": [[-7.7387, -2.1563, 2.2323], [0.5867, 1.6322, -2.6639], [7.3474, 4.8679, 0.4182], [-0.6157, -2.0954, 2.7449], [-2.6328, -2.2200, -1.0233], [1.3100, 3.5815, 0.9142], [-1.8841, -3.3309, 2.8479], [3.6300, 3.4217, -0.4590], [-1.3260, -1.4625, -1.0575], [-1.7105, 2.5396, -0.0651], [9.1524, 1.6622, 1.0990], [6.0291, 4.3929, 0.2609], [-5.9523, -4.3859, -0.9049], [3.9404, 1.4070, 0.5700], [-0.1142, -3.9664, 0.8403], [-4.3958, -0.8844, -1.2706], [-0.4919, -4.8746, 1.3293], [2.2072, -1.2747, -3.1399], [-0.0414, 4.5964, -0.5219], [-6.7874, -2.7098, 1.3112], [-1.5281, -2.4724, 2.2692], [-7.4428, -3.0358, -2.3665], [-1.1956, -2.8860, 0.8411], [2.7122, 0.7483, -2.2878], [-1.4297, -0.3810, -1.2080], [-6.9755, -3.7559, -3.0426], [-0.5158, 0.8435, 1.6846], [8.7745, 6.6880, 0.4523], [9.4045, 4.3492, 0.8547], [-7.2605, -1.8364, 3.1678], [-4.7426, -2.5340, 0.1067], [-2.8891, -2.6068, -2.0180], [1.2174, 2.3229, 1.6023], [0.7666, -3.6171, 1.3968], [-0.2309, 2.3513, -2.7456], [4.3309, 2.5888, 0.1447], [0.1932, -4.2293, -0.1795], [10.3223, 2.0639, 1.2575], [2.2314, 2.9240, -1.8860], [-8.1055, -3.5699, -1.6804], [3.7986, 0.7447, -2.2496], [-6.4396, -2.3301, -1.6218], [-0.0671, 1.7314, 1.2291], [-4.2023, -4.5785, 0.3716], [-8.4482, -2.9640, 2.4071], [-3.7833, -3.6129, 0.6738], [1.8736, 1.9936, 2.4044], [6.7983, 2.1286, 0.6471], [1.9461, 0.4686, 0.0063], [8.8343, 0.4547, 1.1738], [1.8663, -0.2818, -2.8628], [-3.7525, -3.5826, 1.7750], [-5.6881, -1.9482, 1.1426], [2.0894, 4.3254, 1.0508], [0.6015, 0.2942, -3.1211], [-5.4908, -0.9026, 1.7420], [6.6060, 1.0593, 0.6935], [5.2362, 5.0922, 0.0003], [-0.6972, 2.6330, 0.3271], [-3.5722, -0.7638, 0.3022], [8.3976, 3.9821, 0.6971], [-3.8525, -1.4501, -0.5073], [1.8663, 1.9358, -2.1380], [-0.2156, -0.1946, -3.6461], [-0.6777, -1.8751, -1.8445], [0.1568, 3.7424, 0.1241], [7.6071, 6.2760, 0.2816], [5.7492, 3.0191, 0.3940], [6.6566, 7.0335, -0.0049], [-8.2374, -1.2911, 1.7665], [-5.7563, -3.1784, -0.8398], [8.1129, 2.6158, 0.8070], [-2.1288, -4.2763, -0.5496], [-2.4201, -3.3678, -0.0069], [-0.6440, -1.6707, 0.1821], [-7.9886, -2.2776, -2.9191], [-2.2837, -1.6796, 2.2871]], "atomic_forces_ev_per_a": [[-0.1991, 0.0873, -0.0270], [0.7992, 0.0784, -0.2163], [-0.2682, -1.7699, 0.1855], [-0.1843, 0.0010, -0.0896], [-0.6054, -0.0078, -0.0466], [-0.8413, -0.3395, 0.1765], [0.0150, 0.0904, -0.0013], [0.8323, -1.2850, 0.5712], [0.8024, -0.1141, -0.2196], [0.3541, -0.1893, -0.0953], [-1.9776, 1.6554, -0.5800], [-0.0849, 0.5044, -0.0817], [0.2955, 1.3924, 0.1298], [0.6261, 1.1373, -0.6350], [0.1890, 0.0887, 0.1804], [0.2553, -0.0051, 0.0880], [0.0329, 0.1195, -0.0760], [-0.1358, 0.1097, 0.0847], [0.0203, -0.2162, 0.1356], [0.1528, 0.4840, 0.4917], [0.1310, 0.0274, -0.0555], [-0.1871, 0.1781, -0.1818], [0.3962, 0.4913, -0.2574], [-0.8671, 0.1827, -1.0527], [0.0589, -0.2115, -0.0355], [-0.1110, 0.1262, 0.0901], [0.2040, 0.2403, -0.2723], [-1.6187, -0.3993, -0.2587], [-0.1254, -0.1604, -0.0912], [-0.0971, -0.1486, -0.3487], [-0.9179, 0.1250, 0.0435], [0.1924, -0.0510, 0.0954], [-0.7481, 0.4456, -0.2858], [-0.1798, -0.0757, -0.2079], [0.2415, -0.3864, 0.1614], [-0.9732, 0.5273, -0.5010], [-0.0740, 0.1426, 0.1696], [1.2713, 0.5844, 0.1599], [-0.1540, -0.4103, 0.2661], [0.0784, 0.0748, -0.1459], [-0.2424, -0.0513, 0.1463], [0.0157, -0.2121, 0.2972], [-0.5974, 1.3460, 0.2279], [0.2306, 0.1359, 0.2799], [-0.0116, 0.1590, 0.0538], [-0.1398, -0.0881, 0.1538], [-0.2012, 0.0763, -0.0710], [-1.0834, 0.1975, -0.1787], [-0.0634, -0.4413, 0.6369], [-0.2223, -0.9590, 0.0706], [0.2517, 1.1112, -0.0563], [0.0645, 0.0631, -0.4471], [0.6940, 1.6189, 1.0021], [-0.1106, -0.4046, -0.2220], [0.4667, -0.0774, 0.2366], [-0.4782, -1.4865, -0.6347], [0.1186, 0.3080, 0.1156], [0.2412, -0.3434, 0.1459], [0.2325, -0.6970, 0.8324], [-0.0045, -0.0797, -0.2035], [-0.1564, 0.7509, 0.0335], [-0.0340, -0.0179, 0.2499], [0.0226, -0.4082, -1.5132], [0.0463, -0.0517, 0.2669], [-0.2054, 0.2915, -0.0582], [0.4694, -0.0283, 0.7134], [0.3582, 1.5983, -0.1546], [1.3089, -0.0176, 0.1919], [1.4988, -0.9954, 0.4387], [0.1748, -0.2991, 0.2285], [0.5733, -2.0861, -0.8313], [1.1129, -1.2475, 0.3526], [0.0393, 0.1671, 0.2006], [0.2927, 0.3481, -0.3404], [-1.3609, -1.2282, 0.5833], [0.0140, 0.0343, -0.0328], [0.0860, -0.1101, 0.0189]], "lowdin_charge": [-0.031, -0.180, -0.165, 0.093, -0.210, -0.166, 0.081, -0.041, -0.158, 0.072, -0.454, 0.027, 0.088, -0.307, -0.028, 0.135, 0.086, 0.074, 0.081, -0.033, -0.022, -0.041, -0.480, -0.382, 0.126, 0.098, 0.064, 0.010, 0.109, 0.098, -0.240, 0.153, -0.345, 0.087, 0.086, -0.558, 0.089, -0.112, 0.080, 0.098, 0.091, -0.010, -0.341, 0.116, 0.091, -0.026, 0.073, 0.049, 1.665, -0.106, -0.226, 0.122, -0.415, 0.091, -0.202, 0.123, 0.111, 0.112, -0.199, 0.137, 0.061, -0.043, -0.273, 0.076, 0.116, -0.169, -0.337, -0.120, 0.020, 0.104, -0.433, -0.153, 0.144, -0.156, -0.157, 0.091, 0.090], "charge": -2, "homo_lumo_gap_ev": [2.767, 3.067], "de_lowest_kcal_mol": 0.0, "energy_ev": -62981.167, "lumo_energy_ev": [2.9206, 2.9208]}